# 1
Density functional theory data (ωB97M-V/def2-TZVPD) for a structure of composition C12H12BF9N5O10OsS5.

Geometry as ORCA input:
```
! wB97M-V def2-TZVPD RIJCOSX def2/J DEFGRID3
* xyz -1 1
Os 1.702 -0.249 -1.124
C -2.370 -4.398 4.751
N -1.413 -3.323 4.876
C -0.268 -3.340 5.648
C 0.361 -2.171 5.415
N -0.375 -1.443 4.504
B 0.197 -0.102 3.905
N -0.944 0.948 3.693
C -1.269 1.949 4.572
C -2.256 2.697 4.022
N -2.552 2.124 2.810
C -3.472 2.655 1.825
C -1.732 1.080 2.626
S -1.717 0.073 1.196
C -1.461 -2.162 4.169
S -2.724 -1.787 3.087
H -2.284 -5.045 5.622
H -2.186 -4.974 3.843
H -3.374 -3.982 4.695
H -0.020 -4.170 6.284
H 1.282 -1.784 5.812
H 0.934 0.350 4.751
H 0.737 -0.310 2.858
H -0.753 2.050 5.510
H -2.758 3.582 4.369
H -4.283 3.161 2.345
H -3.868 1.831 1.235
H -2.945 3.345 1.168
F 4.712 -1.360 -0.184
C 5.114 -1.615 -1.413
F 5.249 -2.932 -1.570
F 6.294 -1.033 -1.620
S 3.918 -1.037 -2.701
O 2.643 -1.717 -2.442
O 4.542 -1.302 -3.953
N 3.794 0.490 -2.252
S 2.856 1.482 -3.097
O 1.473 1.066 -2.866
O 3.235 1.789 -4.435
C 3.197 3.041 -2.149
F 3.097 2.893 -0.845
F 4.440 3.432 -2.447
F 2.343 3.959 -2.573
F 0.270 -3.652 1.799
C 0.021 -3.475 0.498
F -1.293 -3.533 0.302
F 0.578 -4.510 -0.161
C 0.623 -2.163 -0.017
O 1.763 -1.814 0.365
O 0.011 -1.475 -0.874
O 1.051 1.280 0.167
S -0.082 2.234 0.078
O -0.156 2.945 -1.164
O -1.427 1.330 0.054
O -0.150 3.019 1.286
*
```

The calculation puts the energy relative to the best compared isomer or geometry (same formula, charge and spin) at 58.0 kcal per mole. The electronic energy comes out at -122343.998 eV. The LUMO energy is 2.5 eV. The HOMO energy comes out at -4.908 eV. The value obtained for the frontier orbital gap is 7.40 eV.

Löwdin population analysis, charges in e, atoms 1 to 5: 1.25, -0.06, -0.14, -0.06, -0.08

# 2
Density functional theory data (ωB97M-V/def2-TZVPD) for the ion C4H8ClFN3 with charge +1 in a non-equilibrium geometry.

Geometry as ORCA input:
```
! wB97M-V def2-TZVPD RIJCOSX def2/J DEFGRID3
* xyz 1 1
C 0.444 0.275 -2.083
C -1.535 0.959 -1.012
C 1.733 -0.423 -0.164
C -0.644 0.770 1.161
N 0.618 -0.003 -0.838
N -0.680 0.202 -0.153
N -0.786 0.718 -2.355
F 1.344 0.077 -2.986
Cl -1.481 2.732 -0.676
H -2.630 0.575 -0.693
H 1.580 -0.477 0.913
H 2.005 -1.450 -0.527
H 2.633 0.279 -0.330
H -0.127 1.727 1.323
H -1.643 0.882 1.539
H -0.261 -0.001 1.893
H -1.024 0.878 -3.359
*
```

Its SMILES is CN1C(F)=[NH+][C@H](Cl)N1C. The calculation puts the energy relative to the best compared isomer or geometry (same formula, charge and spin) at 0.0 kcal per mole. The electronic energy comes out at -23979.005 eV. The LUMO energy is -3.1 eV. The HOMO energy comes out at -13.940 eV. The value obtained for the frontier orbital gap is 10.84 eV.

Löwdin population analysis, charges in e, atoms 1 to 5: -0.35, -0.55, -0.01, -0.13, -0.01

Please write out number 1 again, unchanged.
Density functional theory data (ωB97M-V/def2-TZVPD) for a structure of composition C12H12BF9N5O10OsS5.

Geometry as ORCA input:
```
! wB97M-V def2-TZVPD RIJCOSX def2/J DEFGRID3
* xyz -1 1
Os 1.702 -0.249 -1.124
C -2.370 -4.398 4.751
N -1.413 -3.323 4.876
C -0.268 -3.340 5.648
C 0.361 -2.171 5.415
N -0.375 -1.443 4.504
B 0.197 -0.102 3.905
N -0.944 0.948 3.693
C -1.269 1.949 4.572
C -2.256 2.697 4.022
N -2.552 2.124 2.810
C -3.472 2.655 1.825
C -1.732 1.080 2.626
S -1.717 0.073 1.196
C -1.461 -2.162 4.169
S -2.724 -1.787 3.087
H -2.284 -5.045 5.622
H -2.186 -4.974 3.843
H -3.374 -3.982 4.695
H -0.020 -4.170 6.284
H 1.282 -1.784 5.812
H 0.934 0.350 4.751
H 0.737 -0.310 2.858
H -0.753 2.050 5.510
H -2.758 3.582 4.369
H -4.283 3.161 2.345
H -3.868 1.831 1.235
H -2.945 3.345 1.168
F 4.712 -1.360 -0.184
C 5.114 -1.615 -1.413
F 5.249 -2.932 -1.570
F 6.294 -1.033 -1.620
S 3.918 -1.037 -2.701
O 2.643 -1.717 -2.442
O 4.542 -1.302 -3.953
N 3.794 0.490 -2.252
S 2.856 1.482 -3.097
O 1.473 1.066 -2.866
O 3.235 1.789 -4.435
C 3.197 3.041 -2.149
F 3.097 2.893 -0.845
F 4.440 3.432 -2.447
F 2.343 3.959 -2.573
F 0.270 -3.652 1.799
C 0.021 -3.475 0.498
F -1.293 -3.533 0.302
F 0.578 -4.510 -0.161
C 0.623 -2.163 -0.017
O 1.763 -1.814 0.365
O 0.011 -1.475 -0.874
O 1.051 1.280 0.167
S -0.082 2.234 0.078
O -0.156 2.945 -1.164
O -1.427 1.330 0.054
O -0.150 3.019 1.286
*
```

The calculation puts the energy relative to the best compared isomer or geometry (same formula, charge and spin) at 58.0 kcal per mole. The electronic energy comes out at -122343.998 eV. The LUMO energy is 2.5 eV. The HOMO energy comes out at -4.908 eV. The value obtained for the frontier orbital gap is 7.40 eV.

Löwdin population analysis, charges in e, atoms 1 to 5: 1.25, -0.06, -0.14, -0.06, -0.08